[1]
A structure of composition C4H5O5Sr at a distorted geometry, computed with wB97M-V/def2-TZVPD.

Properties
LUMO level (alpha / beta)	-3.429 / -4.873	eV
energy	-15293.2377	eV
energy above the lowest of the compared OMol25 structures with the same formula, charge and spin	0.0000	eV

Geometry as ORCA input:
```
! RIJCOSX wB97M-V def2-TZVPD def2/J DEFGRID3
* xyz 1 1
O -0.92201 0.89612 0.11221
C -0.44890 1.97946 0.71023
C 0.16441 -0.24329 0.23228
O -1.26149 2.87802 0.94183
O 0.75898 1.87336 1.12858
C 1.35696 0.62360 0.65473
Sr -3.16281 2.18812 -0.27215
H 0.23998 -0.60867 -0.79440
H -0.23100 -0.85959 1.04421
H 2.01912 0.87317 -0.17897
H 1.92053 0.20378 1.48933
O 3.04618 -4.40020 0.10901
C 2.20875 -3.43936 -0.45586
O 1.65795 -2.76900 0.43331
H 3.37920 -4.94312 -0.61284
*
```

[2]
A structure of composition C15H22ClN5W at a distorted geometry, computed with wB97M-V/def2-TZVPD.

Properties
LUMO level (alpha / beta)	-7.962 / -7.958	eV
<S²>	2.033
energy	-37690.7959	eV

Geometry as ORCA input:
```
! RIJCOSX wB97M-V def2-TZVPD def2/J DEFGRID3
* xyz 2 3
C 0.14360 0.07921 -4.48844
C 1.52005 0.58351 -4.43077
C -0.10185 -1.33965 -4.76935
C -0.98075 1.02090 -4.45631
Cl -0.02754 -0.41613 -1.05215
H -0.13162 -1.55581 -5.85146
H -1.06393 -1.66203 -4.34969
H 0.68853 -1.96748 -4.33746
H 1.91420 0.84866 -5.42725
H 2.19687 -0.17028 -4.00702
H 1.58047 1.48704 -3.81015
H -1.24080 1.40016 -5.45986
H -0.74335 1.89359 -3.83407
H -1.88151 0.54353 -4.04815
C 1.47327 -1.54346 3.16701
C 0.78529 -2.57906 2.46631
C 1.17712 -2.52980 1.08126
H 0.20694 -3.37984 2.91852
C 2.20416 -1.52489 0.97431
C 2.38412 -0.94142 2.25692
H 3.19562 -0.27059 2.54040
H 1.37265 -1.31213 4.22654
H 0.90217 -3.25950 0.31992
H 2.82031 -1.35164 0.09336
C -1.95086 0.07809 2.56849
C -1.68107 -1.27064 2.95753
C -1.94324 -2.10595 1.82090
H -1.39633 -1.57764 3.95705
C -2.38056 -1.28676 0.74246
C -2.38810 0.07375 1.19589
H -2.81141 0.91757 0.66879
H -2.04278 0.91083 3.25026
H -1.91493 -3.19032 1.79909
H -2.77551 -1.63571 -0.20305
W -0.31875 -0.68246 1.30724
N -0.50669 4.52433 2.61451
N 0.11669 3.28943 2.52943
N 1.38164 3.22050 1.99941
C 1.44328 1.96865 1.60601
N 0.26641 1.27264 1.79646
N -0.60479 2.20069 2.32567
H -1.38264 4.45277 3.11347
H 0.11914 5.19947 3.02390
H 2.37650 1.58789 1.20409
*
```

[3]
A cluster of 3 separate species, C22H29BF2NO2 in total at a distorted geometry, computed with wB97M-V/def2-TZVPD.

Properties
LUMO level	2.136	eV
energy	-34979.9679	eV
energy above the lowest of the compared OMol25 structures with the same formula, charge and spin	0.2657	eV

Geometry as ORCA input:
```
! RIJCOSX wB97M-V def2-TZVPD def2/J DEFGRID3
* xyz -1 1
C -4.62796 4.30780 1.82648
C -4.23542 3.15659 1.88961
B -3.53689 1.70001 2.06331
C -4.42006 0.75232 3.07492
C -4.29882 1.32625 4.52081
C -4.96079 0.44212 5.58740
N -4.43446 0.76540 6.93715
C -3.26783 1.03792 0.57979
C -2.14989 1.84877 -0.15597
C -0.83509 1.05146 -0.34777
O 0.20716 1.61163 0.48132
C 0.85790 0.71880 1.27400
C 1.33298 -0.62526 0.71988
O 1.12047 1.01928 2.40810
H -4.73208 5.36301 1.88332
H -2.44455 1.86556 2.57716
H -5.49803 0.73328 2.84144
H -4.03806 -0.28011 3.13398
H -3.22833 1.46861 4.70231
H -4.78633 2.31068 4.54061
H -4.76186 -0.60440 5.33933
H -6.04023 0.66089 5.55954
H -5.04612 0.35824 7.63774
H -4.47856 1.77345 7.04722
H -4.18123 1.11133 -0.03369
H -3.00660 -0.03089 0.61439
H -1.87993 2.71441 0.45729
H -2.50332 2.25566 -1.11082
H -0.55435 1.11293 -1.41031
H -1.02623 -0.00434 -0.14140
H 0.79979 -0.86770 -0.20365
H 2.41381 -0.61402 0.59738
H 1.04943 -1.37946 1.45586
F 3.65733 -2.88341 -0.84922
C 4.69125 -2.08840 -1.18095
C 5.96536 -2.62093 -1.22825
C 7.02911 -1.79980 -1.57617
C 6.81029 -0.45898 -1.86199
C 5.52445 0.06207 -1.80568
C 4.45652 -0.75591 -1.46922
H 6.11787 -3.66664 -0.99369
H 8.03049 -2.20768 -1.62233
H 7.64278 0.17977 -2.12824
H 5.35155 1.10755 -2.02399
H 3.44741 -0.36749 -1.42996
F -0.59494 -1.44165 -3.21845
C 0.46225 -1.61696 -4.02715
C 1.59217 -2.23871 -3.53382
C 2.68435 -2.42493 -4.37023
C 2.63544 -1.97797 -5.68441
C 1.49213 -1.35013 -6.16331
C 0.39430 -1.17082 -5.33327
H 1.61367 -2.57282 -2.50411
H 3.57314 -2.91692 -3.99630
H 3.48910 -2.11912 -6.33528
H 1.45503 -0.99810 -7.18612
H -0.50742 -0.69042 -5.68996
*
```

[4]
A cluster of 2 separate species, C5H11FN in total at a distorted geometry, computed with wB97M-V/def2-TZVPD.

Properties
LUMO level (alpha / beta)	-3.433 / -5.794	eV
<S²>	2.005
energy	-9558.1950	eV
energy above the lowest of the compared OMol25 structures with the same formula, charge and spin	1.2959	eV

Geometry as ORCA input:
```
! RIJCOSX wB97M-V def2-TZVPD def2/J DEFGRID3
* xyz 1 3
C 2.94054 1.08160 -0.78109
C 2.22493 0.73753 0.26215
C -2.29877 1.16922 0.45872
C -1.80843 -0.22832 0.46780
C -0.75721 -0.63270 -0.22138
N -0.27244 -2.02238 -0.22862
F 1.92558 -0.57281 0.50441
H 3.32337 0.35902 -1.48053
H 3.18859 2.11376 -0.94622
H 1.82260 1.37100 1.03385
H -2.38827 1.54186 1.47831
H -1.64533 1.82102 -0.11434
H -3.29117 1.19892 0.02385
H -2.37027 -0.92620 1.07494
H -0.17655 0.03314 -0.84133
H -0.96965 -2.66174 0.17713
H 0.60375 -2.06509 0.32193
H -0.05130 -2.31783 -1.18958
*
```

[5]
A cluster of 2 separate species, C3H12N7 in total at a distorted geometry, computed with wB97M-V/def2-TZVPD.

Properties
LUMO level (alpha / beta)	-2.521 / -5.498	eV
<S²>	2.008
energy	-13722.0397	eV
energy above the lowest of the compared OMol25 structures with the same formula, charge and spin	1.1755	eV

Geometry as ORCA input:
```
! RIJCOSX wB97M-V def2-TZVPD def2/J DEFGRID3
* xyz 1 3
C 3.14780 -0.29104 0.67964
C 2.07159 -1.11956 0.37856
C 3.21536 0.99014 0.18379
N 1.08501 -0.79156 -0.36293
N -2.12160 -0.22689 0.13291
N 2.39020 1.71547 -0.60524
N 0.00146 -1.72157 -0.50020
N -3.34535 -0.88860 0.00667
N -3.03381 1.80077 0.19752
N -1.91051 1.00844 0.17205
H 3.91752 -0.58391 1.22071
H 2.00614 -2.21837 0.90393
H 4.15621 1.63386 0.50890
H 2.60379 2.55027 -1.03278
H 1.52266 1.19405 -0.83368
H 0.04792 -2.58438 -0.10358
H -0.31809 -1.96680 -1.48792
H -4.12286 -0.24291 -0.13841
H -3.63860 -1.48060 0.74315
H -2.70999 2.70009 0.37974
H -3.93669 1.80356 -0.22268
H -1.02816 -1.28046 -0.22014
*
```

[6]
A cluster of 2 separate species, C4H11N2O in total at a distorted geometry, computed with wB97M-V/def2-TZVPD.

Properties
LUMO level	-7.641	eV
energy	-9343.6651	eV
energy above the lowest of the compared OMol25 structures with the same formula, charge and spin	5.1917	eV

Geometry as ORCA input:
```
! RIJCOSX wB97M-V def2-TZVPD def2/J DEFGRID3
* xyz 1 1
N -0.18533 -1.67522 -3.61726
C -0.08634 -0.51634 0.27815
C -0.45538 -1.20132 1.47227
C 1.12502 0.32215 0.17420
N 0.55796 1.58253 0.43531
C -0.34459 2.07557 1.48014
O 2.24462 0.09509 -0.12587
H 0.30323 -0.79614 -3.62127
H 0.49029 -2.41733 -3.77985
H -0.67674 -1.97112 -2.79069
H -0.69813 -0.39533 -0.60299
H 0.04726 -0.64819 2.27174
H -1.52966 -1.08773 1.62910
H -0.30905 -2.28297 1.53142
H 1.19442 2.21517 -0.02845
H -1.39909 1.96262 1.27055
H -0.17597 3.14335 1.59572
H -0.10253 1.59523 2.42780
*
```

[7]
The molecule C4H7NO at a distorted geometry, computed with wB97M-V/def2-TZVPD.

Properties
LUMO level (alpha / beta)	-0.004 / 0.337	eV
energy	-7795.1438	eV
energy above the lowest of the compared OMol25 structures with the same formula, charge and spin	4.5006	eV

Geometry as ORCA input:
```
! RIJCOSX wB97M-V def2-TZVPD def2/J DEFGRID3
* xyz 0 1
C 2.29487 0.03578 -0.73726
N 0.95846 -0.31925 -1.15192
C -2.15243 0.62468 1.28012
C 0.05918 -0.29658 -0.24594
C -1.29673 -0.70485 -0.44829
O -2.22977 -0.32170 0.39776
H 2.66103 0.85038 -1.37301
H 2.97102 -0.81451 -0.88254
H 2.35969 0.35782 0.31673
H -2.98728 0.69122 1.95895
H -1.29845 1.28945 1.30109
H 0.29834 -0.00372 0.79584
H -1.63792 -1.38872 -1.21154
*
```

[8]
A structure of composition CH2F2NO at a distorted geometry, computed with wB97M-V/def2-TZVPD.

Properties
LUMO level (alpha / beta)	4.678 / 4.678	eV
energy	-10038.7806	eV
energy above the lowest of the compared OMol25 structures with the same formula, charge and spin	1.3984	eV

Geometry as ORCA input:
```
! RIJCOSX wB97M-V def2-TZVPD def2/J DEFGRID3
* xyz -1 1
C 0.70861 -0.01631 0.29936
N -0.98899 0.29564 -0.57269
O -1.97182 0.45623 0.21330
F 1.50396 1.05104 0.09601
F 1.39418 -1.12044 -0.22191
H 0.51775 -0.05053 1.33575
H -1.16369 -0.61563 -1.14981
*
```

[9]
A structure of composition C5H7N3O2S at a distorted geometry, computed with wB97M-V/def2-TZVPD.

Properties
LUMO level	-0.527	eV
energy	-24692.1798	eV
energy above the lowest of the compared OMol25 structures with the same formula, charge and spin	7.6540	eV

Geometry as ORCA input:
```
! RIJCOSX wB97M-V def2-TZVPD def2/J DEFGRID3
* xyz 0 1
C 1.66391 0.77564 1.31389
C -0.21247 0.65924 -0.25793
C -0.47557 0.66343 -1.59574
C 0.93910 0.05028 0.26466
C -1.76984 1.18053 -2.13851
N 1.71639 0.57984 2.54355
N 0.23044 -1.23045 1.56226
N 0.23501 -2.51532 1.19470
O 0.14036 -2.78138 -0.02197
O 0.18015 -3.35990 2.04195
S 0.81566 -0.68295 3.08083
H 2.09954 1.79457 0.99949
H -0.76549 1.40282 0.29158
H 0.23392 0.19002 -2.35592
H 1.50173 -0.59597 -0.36352
H -2.53020 0.43094 -1.84935
H -2.10439 2.06143 -1.52326
H -1.89826 1.37723 -3.18671
*
```

[10]
The ion C11H13N2S with charge +1 at a distorted geometry, computed with wB97M-V/def2-TZVPD.

Properties
LUMO level (alpha / beta)	-5.393 / -5.394	eV
energy	-25423.7790	eV
SMILES	N/C=C/CS[N+]1=c2ccccc2=CC1
energy above the lowest of the compared OMol25 structures with the same formula, charge and spin	2.7383	eV

Geometry as ORCA input:
```
! RIJCOSX wB97M-V def2-TZVPD def2/J DEFGRID3
* xyz 1 1
C -4.04301 -0.38572 0.84451
C -3.25561 -1.56233 0.61577
C -3.62396 0.82606 0.40764
C -2.08311 -1.53080 -0.10385
C -1.67080 2.01744 -0.79259
C -0.51552 1.45272 -1.43624
C -2.45644 0.94256 -0.29832
C -1.72156 -0.30408 -0.56006
C 1.17804 -1.68948 -0.03103
C 1.94923 -0.48131 0.41301
C 3.31338 -0.33308 0.33188
N -0.64248 -0.00963 -1.28000
N 3.99054 0.80364 0.56643
S 0.53416 -1.20112 -1.68972
H -4.98534 -0.49850 1.51203
H -3.51169 -2.58081 0.83392
H -4.03011 1.75679 0.69046
H -1.39395 -2.37867 -0.45521
H -1.84463 3.03690 -0.83803
H 0.39094 1.79114 -1.04894
H 0.22954 -1.74919 0.55403
H 1.73153 -2.51948 0.08530
H 1.51967 0.47165 0.55223
H 3.93148 -1.20047 0.01800
H 4.93265 0.84908 0.08130
H 3.60942 1.67124 0.77287
H -0.65718 1.51894 -2.56884
*
```

[11]
A structure of composition AlAs2F12 at a distorted geometry, computed with wB97M-V/def2-TZVPD.

Properties
LUMO level (alpha / beta)	-2.642 / -8.760	eV
<S²>	0.756
energy	-160883.0302	eV

Geometry as ORCA input:
```
! RIJCOSX wB97M-V def2-TZVPD def2/J DEFGRID3
* xyz 0 2
Al 2.59394 1.40576 1.87031
As 1.57553 -0.65784 -2.23327
F 1.12698 -1.11798 -3.95574
F 3.30850 -0.61656 -2.66890
F 1.99929 -0.30584 -0.48446
F -0.13913 -0.83064 -1.76504
F 1.66648 -2.36718 -1.76377
F 1.31587 1.09777 -2.63891
As -1.92520 0.52003 1.95517
F -1.28323 -0.52109 0.62941
F -1.80936 1.87182 0.85411
F -2.69083 1.43128 3.35044
F -1.91728 -0.96314 2.92294
F -0.23497 0.91034 2.52971
F -3.58656 0.14323 1.39802
*
```

[12]
A structure of composition C39H68N2O4P3Pb at a distorted geometry, computed with wB97M-V/def2-TZVPD.

Properties
LUMO level (alpha / beta)	-5.243 / -5.248	eV
energy	-85817.8498	eV

Geometry as ORCA input:
```
! RIJCOSX wB97M-V def2-TZVPD def2/J DEFGRID3
* xyz 1 1
Pb -0.73403 0.92169 0.29772
C 0.24767 -0.39575 5.84984
C -0.72112 -1.08062 4.87170
C -2.01132 -1.45022 5.65681
C -0.17316 -2.24824 4.10093
C -0.94383 -3.36897 3.75236
C -0.36867 -4.39412 2.94158
C 0.97548 -4.39487 2.59915
C 1.57991 -5.52531 1.85603
C 1.75070 -3.32183 3.00436
C 1.16087 -2.25819 3.68796
H -0.19432 0.44542 6.40070
H 1.06500 0.09788 5.29508
H 0.73669 -1.08908 6.51391
H -0.99010 -0.30955 4.07198
H -1.84759 -2.23434 6.39449
H -2.81223 -1.77199 4.95639
H -2.35942 -0.56523 6.13858
H -2.00145 -3.42150 3.98893
H -0.95973 -5.17108 2.59273
H 0.95084 -5.95710 1.07626
H 1.83422 -6.36332 2.56988
H 2.53372 -5.28013 1.35747
H 2.81540 -3.30940 2.78679
H 1.79317 -1.39189 3.89065
C 1.14303 3.52591 2.19863
P -0.26378 3.72812 0.98388
C 0.62618 4.62840 -0.31102
C -1.31134 5.07699 1.69900
C -2.00813 4.72512 2.98968
P -2.42561 2.92050 3.08002
C -3.26171 2.98470 4.70336
C -3.99910 3.01922 2.08459
H 1.36057 4.52248 2.63541
H 1.99731 3.01929 1.76283
H 0.84665 2.91826 3.05959
H 1.48898 5.19148 0.10444
H -0.03738 5.29309 -0.86648
H 1.03733 3.88260 -0.98885
H -1.98741 5.34353 0.89285
H -0.62175 5.91708 1.83887
H -2.96084 5.28462 3.14254
H -1.38802 4.98152 3.85232
H -3.94331 3.83036 4.84768
H -2.55334 2.89701 5.51416
H -3.94455 2.13868 4.80624
H -4.57586 3.96689 2.20290
H -4.69156 2.18907 2.34648
H -3.75821 2.97466 1.00423
C -7.12764 -1.17400 1.08225
C -7.56479 -0.69190 -0.14666
C -6.60982 -0.44208 -1.14525
N -5.35063 -0.66233 -0.91525
C -4.92890 -0.97230 0.31330
C -5.78247 -1.39661 1.31757
H -7.81728 -1.46305 1.89943
H -8.65892 -0.51131 -0.29881
H -6.84896 -0.16036 -2.16910
H -3.76384 -1.09899 0.34022
H -5.38096 -1.97156 2.21119
O -2.33784 -0.73938 0.80402
O -2.13950 -2.70231 -3.45294
O -2.64803 3.88103 -1.62002
N -1.95974 3.10396 -0.94497
O -2.51756 1.94256 -0.73551
C 3.16748 3.03757 -5.02756
C 1.61560 2.90500 -5.07912
C 1.10119 1.53419 -4.51938
C 2.08675 0.96379 -3.46874
C 2.81115 2.14520 -2.70492
C 3.71563 2.99586 -3.57556
P 1.34935 -0.29117 -2.31251
C 0.90028 -1.65428 -3.45839
C 1.71936 -2.83960 -3.38726
C 1.11798 -4.00883 -4.26639
C -0.36336 -4.24570 -4.40731
C -1.17838 -2.98695 -4.49878
C -0.20048 -1.79390 -4.47303
C 2.70926 -0.97711 -1.24257
C 2.90611 -0.25477 0.14764
C 4.03304 -0.86232 1.02089
C 5.30007 -1.18224 0.19486
C 5.30084 -0.64859 -1.24412
C 4.05331 -1.06816 -2.03915
H 3.49481 4.02027 -5.42958
H 3.62552 2.30051 -5.68176
H 1.29302 2.89011 -6.11760
H 1.19182 3.73280 -4.53212
H 0.95980 0.80684 -5.33868
H 0.17495 1.66743 -3.94736
H 2.81839 0.33577 -4.05383
H 3.30161 1.70158 -1.85135
H 2.00286 2.80165 -2.32997
H 4.73843 2.57895 -3.62269
H 3.75222 4.00319 -3.18384
H -1.89862 -1.35144 1.36044
H 1.78006 -3.21694 -2.35203
H 2.73309 -2.56489 -3.73441
H 1.63541 -4.94942 -4.04058
H 1.49407 -3.67511 -5.20683
H -0.69793 -4.93105 -3.64953
H -0.55602 -4.78690 -5.34885
H -3.05024 -2.71934 -3.85413
H -1.73565 -2.85990 -5.47029
H -0.78807 -0.82627 -4.48254
H 0.26499 -1.94052 -5.48355
H 2.29839 -1.99979 -0.97518
H 1.92959 -0.30676 0.66526
H 3.09425 0.84135 0.00640
H 3.61786 -1.77544 1.50441
H 4.28761 -0.19568 1.89394
H 5.38087 -2.28515 0.18868
H 6.19056 -0.84733 0.74556
H 6.26624 -1.05689 -1.66568
H 5.42754 0.42895 -1.19552
H 4.16117 -2.12655 -2.30885
H 4.00829 -0.52521 -2.94169
*
```

Q: The lowest energy belongs to which entry?
A: AlAs2F12

Q: What is the formula in the eleventh record?
A: AlAs2F12

Q: What is the formula in the eighth record?
A: CH2F2NO

Q: Which formula does entry 8 have?
A: CH2F2NO